DFT (ωB97M-V with the def2-TZVPD basis set) results for 15 unconnected molecules or ions with the total composition C50H136N6O28.

## Properties
* relative energy (zero: lowest compared OMol25 entry of this formula, charge and spin): 463.9 kJ/mol
* spin multiplicity: 1
* E_LUMO: -0.817 eV
* net charge: 0
* HOMO-LUMO gap: 0.2760 Eh

Last column: Mulliken charge in e.
CARTESIAN COORDINATES (ANGSTROEM)
C (5.048, -4.060, 13.121)  -1.6019
C (5.705, -2.873, 12.544)  1.2799
C (4.805, -2.216, 11.499)  -0.7595
O (5.294, -0.966, 11.103)  -0.4575
C (4.317, -0.230, 10.378)  -0.6995
N (5.737, -1.909, 13.588)  -0.8636
H (4.588, -3.959, 14.104)  0.4452
H (5.852, -4.715, 13.458)  0.3977
H (4.397, -4.583, 12.421)  0.0062
H (6.742, -2.908, 12.212)  0.3693
H (3.764, -1.994, 11.738)  0.3945
H (4.847, -2.924, 10.671)  0.2390
H (4.730, 0.703, 9.992)  0.3067
H (3.528, 0.113, 11.047)  0.3571
H (3.985, -0.768, 9.490)  0.2064
H (6.430, -2.102, 14.298)  0.2326
H (5.819, -0.984, 13.192)  0.2140
C (11.003, -11.279, 10.476)  -1.1018
C (10.551, -12.445, 11.421)  0.4777
C (9.127, -13.078, 11.028)  -0.7783
O (8.078, -12.114, 11.274)  0.2175
C (6.737, -12.373, 10.743)  -0.5532
N (11.584, -13.458, 11.306)  -0.7300
H (12.085, -11.170, 10.541)  0.4548
H (10.463, -10.360, 10.702)  0.0615
H (10.775, -11.463, 9.426)  0.2104
H (10.570, -11.915, 12.373)  0.3298
H (8.965, -13.943, 11.670)  0.1803
H (9.141, -13.542, 10.042)  0.3667
H (6.430, -11.626, 10.011)  0.1809
H (6.020, -12.305, 11.562)  -0.2312
H (6.562, -13.429, 10.538)  0.5259
H (12.376, -13.198, 11.877)  0.2799
H (12.003, -13.684, 10.416)  0.2434
C (2.664, -8.256, 2.440)  -0.3043
C (1.196, -8.736, 2.498)  -0.2295
O (1.018, -10.045, 1.831)  -0.5425
O (3.284, -8.826, 3.583)  -0.4538
H (2.775, -7.174, 2.514)  0.3727
H (3.157, -8.659, 1.556)  0.3367
H (0.548, -8.008, 2.011)  0.3971
H (0.880, -8.823, 3.538)  0.0664
H (1.528, -10.689, 2.329)  0.3243
H (3.217, -9.771, 3.426)  0.1553
C (6.496, -0.951, 5.688)  -0.1581
C (5.462, -1.958, 5.649)  0.0392
O (4.838, -1.887, 6.935)  -0.4900
O (7.678, -1.538, 5.120)  -0.6326
H (6.769, -0.818, 6.734)  0.1858
H (6.209, -0.006, 5.226)  0.3869
H (5.722, -3.006, 5.500)  -0.3051
H (4.687, -1.835, 4.893)  0.4623
H (4.406, -1.032, 7.008)  0.2561
H (7.897, -2.356, 5.573)  0.1993
C (8.126, -3.953, 8.607)  1.1135
C (9.159, -2.931, 8.898)  -0.7220
O (10.274, -3.478, 9.628)  -0.5953
O (7.397, -3.601, 7.410)  0.2706
H (7.420, -4.102, 9.424)  -0.2460
H (8.598, -4.903, 8.360)  -0.4913
H (8.798, -2.219, 9.641)  0.2896
H (9.602, -2.506, 7.998)  0.3075
H (10.736, -4.115, 9.078)  0.2980
H (6.566, -3.223, 7.707)  -0.1836
C (1.665, -6.924, 5.824)  -0.2742
C (1.181, -5.666, 5.045)  -0.5579
O (1.864, -4.470, 5.357)  -0.5458
O (3.072, -7.029, 5.735)  0.3756
H (1.154, -7.829, 5.497)  0.1863
H (1.376, -6.710, 6.853)  0.2835
H (0.100, -5.564, 5.146)  0.4235
H (1.555, -5.847, 4.037)  0.1870
H (2.800, -4.681, 5.373)  0.1956
H (3.293, -7.354, 4.859)  -0.3506
C (-2.186, -8.532, 7.443)  -0.0380
C (-1.512, -9.697, 6.835)  -0.3152
O (-0.852, -9.368, 5.650)  -0.4129
O (-3.121, -8.032, 6.525)  -0.5782
H (-1.417, -7.775, 7.603)  0.0297
H (-2.672, -8.870, 8.358)  0.3166
H (-1.998, -10.642, 6.594)  0.3465
H (-0.766, -10.006, 7.567)  0.1279
H (-0.079, -9.924, 5.533)  0.1619
H (-2.823, -8.310, 5.656)  0.3725
C (4.404, -6.768, 9.298)  -0.2926
C (3.876, -7.896, 10.282)  0.1298
O (3.422, -7.366, 11.475)  -0.0582
O (4.873, -7.297, 8.096)  0.7704
H (5.231, -6.380, 9.893)  -0.3757
H (3.613, -6.027, 9.188)  0.3856
H (4.681, -8.598, 10.498)  0.0074
H (3.104, -8.420, 9.719)  0.4386
H (2.477, -7.411, 11.313)  -0.1401
H (4.190, -7.220, 7.425)  -0.5540
C (2.738, -11.137, 6.691)  -1.2286
C (4.187, -10.794, 6.653)  1.1851
O (4.755, -11.339, 5.511)  -0.4634
O (1.901, -10.448, 5.764)  -0.2856
H (2.256, -10.901, 7.640)  0.2257
H (2.558, -12.206, 6.802)  0.5284
H (4.689, -11.300, 7.478)  -0.1008
H (4.342, -9.720, 6.755)  -0.4820
H (4.099, -11.757, 4.949)  0.3818
H (2.075, -10.842, 4.906)  0.2065
C (1.573, -10.232, 16.782)  -0.5511
C (2.383, -9.106, 16.358)  0.0955
O (3.606, -9.223, 17.179)  -0.6800
O (1.786, -11.416, 16.020)  -0.5803
H (0.511, -9.991, 16.831)  0.3359
H (1.785, -10.503, 17.816)  0.3834
H (1.901, -8.167, 16.631)  0.4251
H (2.604, -9.094, 15.291)  -0.1409
H (4.199, -9.817, 16.713)  0.3904
H (2.658, -11.731, 16.272)  0.2622
C (-0.331, -6.124, 11.217)  -0.5750
C (0.510, -4.898, 10.960)  -0.1627
O (1.043, -4.427, 12.182)  -0.5592
O (0.450, -7.237, 11.715)  -0.3803
H (-0.729, -6.341, 10.226)  0.2554
H (-1.117, -5.753, 11.876)  0.3124
H (-0.001, -4.146, 10.358)  0.5908
H (1.390, -5.312, 10.469)  -0.1209
H (1.518, -3.594, 12.142)  0.2572
H (0.951, -6.802, 12.409)  0.2604
C (-3.545, -8.546, 13.696)  -0.8834
O (-2.534, -9.382, 13.195)  -0.3635
C (-1.294, -9.398, 13.923)  -0.7628
C (-0.349, -10.080, 12.922)  0.0555
N (-0.015, -11.465, 13.492)  -0.4854
C (1.137, -12.004, 12.798)  -0.0572
C (1.053, -12.352, 11.257)  -0.6221
O (2.121, -13.193, 10.960)  -0.4398
C (3.070, -12.760, 9.947)  -0.4143
H (-3.753, -7.670, 13.082)  0.2626
H (-3.393, -8.043, 14.651)  0.3746
H (-4.476, -9.109, 13.633)  0.2835
H (-1.413, -9.691, 14.966)  0.5588
H (-0.930, -8.370, 13.948)  0.2133
H (0.568, -9.493, 12.975)  0.0847
H (-0.731, -10.287, 11.923)  0.3218
H (0.273, -11.404, 14.458)  0.3624
H (1.412, -12.924, 13.313)  0.4822
H (2.021, -11.366, 12.826)  -0.2164
H (0.954, -11.461, 10.637)  0.2695
H (0.229, -13.019, 11.000)  0.2633
H (2.630, -12.681, 8.952)  0.2781
H (3.804, -13.559, 9.847)  0.3883
H (3.461, -11.772, 10.192)  0.0668
C (8.421, -6.121, 11.548)  -0.9208
O (8.624, -6.641, 10.350)  -0.4037
C (7.919, -7.734, 10.039)  0.6523
C (8.172, -8.035, 8.543)  0.3231
N (9.544, -8.422, 8.307)  -0.0393
C (9.828, -8.172, 6.881)  -0.4765
C (9.007, -9.078, 5.933)  0.2769
O (9.371, -10.359, 6.230)  -0.3931
C (8.433, -11.230, 5.739)  -0.6940
H (7.451, -5.629, 11.614)  0.3723
H (9.262, -5.501, 11.861)  0.3075
H (8.515, -6.858, 12.345)  0.2071
H (6.863, -7.628, 10.286)  -0.2677
H (8.238, -8.633, 10.566)  -0.5278
H (7.933, -7.138, 7.971)  -0.4302
H (7.418, -8.756, 8.229)  0.3629
H (9.664, -9.401, 8.523)  0.1242
H (10.895, -8.144, 6.662)  0.2330
H (9.622, -7.127, 6.647)  -0.0275
H (9.225, -8.817, 4.898)  0.6462
H (7.950, -8.940, 6.161)  -0.3523
H (8.681, -12.218, 6.128)  0.3526
H (8.453, -11.297, 4.651)  0.3056
H (7.405, -11.086, 6.072)  0.1344
C (7.284, -15.459, 14.101)  -0.7210
O (6.348, -14.821, 14.939)  -0.4573
C (6.219, -13.496, 14.657)  0.2039
C (5.199, -12.867, 15.672)  -1.0899
N (5.120, -11.461, 15.626)  -0.1084
C (4.804, -10.801, 14.318)  1.7105
C (5.542, -9.322, 14.263)  -0.4638
O (6.936, -9.422, 14.569)  -0.5305
C (7.810, -9.767, 13.544)  -0.5701
H (6.849, -15.297, 13.115)  0.2719
H (7.428, -16.519, 14.311)  0.3262
H (8.293, -15.047, 14.065)  0.2878
H (5.874, -13.378, 13.630)  -0.0699
H (7.150, -12.928, 14.642)  0.2123
H (5.385, -13.272, 16.667)  0.5915
H (4.222, -13.303, 15.466)  0.2001
H (5.821, -10.970, 16.162)  0.3903
H (3.716, -10.733, 14.340)  -0.6119
H (5.068, -11.360, 13.421)  -0.9992
H (5.187, -8.558, 14.955)  0.3560
H (5.320, -8.679, 13.411)  0.2253
H (7.649, -9.785, 12.467)  0.2334
H (8.053, -10.759, 13.923)  0.1019
H (8.840, -9.410, 13.566)  0.4916
C (6.307, -6.859, 4.842)  -0.2850
O (7.640, -6.574, 4.253)  -0.5309
C (8.200, -5.443, 4.907)  1.6739
C (9.564, -5.117, 4.272)  -1.5836
N (10.399, -6.289, 4.293)  0.1249
C (11.671, -6.375, 3.532)  -0.8437
C (12.456, -7.683, 3.739)  -0.1740
O (13.805, -7.378, 3.410)  -0.3653
C (14.449, -8.676, 3.322)  -0.7612
H (6.449, -7.128, 5.888)  0.0002
H (5.621, -7.513, 4.304)  0.2301
H (5.677, -5.980, 4.977)  0.1459
H (8.422, -5.750, 5.929)  -1.2270
H (7.520, -4.591, 4.933)  0.2788
H (10.097, -4.234, 4.625)  0.5163
H (9.381, -4.760, 3.258)  0.5096
H (9.885, -7.088, 3.949)  0.0454
H (12.233, -5.469, 3.757)  0.3713
H (11.278, -6.445, 2.518)  0.3230
H (12.131, -8.479, 3.068)  0.3336
H (12.294, -8.088, 4.739)  0.2078
H (14.356, -9.282, 4.223)  0.3124
H (15.506, -8.414, 3.277)  0.2975
H (14.220, -9.337, 2.486)  0.2954